1.
# C2HHoO3

A molecular structure, C2HHoO3 at a distorted geometry (ωB97M-V/def2-TZVPD, OMol25).

Geometry as XYZ:
```
7
Properties=species:S:1:pos:R:3:forces:R:3
Ho 3.38188 0.41937 0.35476 0.11 -0.06 -0.02
O 1.34604 -0.75869 -0.01085 -1.70 0.05 -1.61
O -0.22879 0.86608 -0.11486 -1.65 1.13 0.61
O -0.91562 -1.03851 0.16890 -2.47 0.58 0.62
C 0.16109 -0.42550 -0.15443 2.80 0.75 3.36
C -1.57397 0.46600 0.34644 4.11 -3.17 -4.18
H -2.17063 0.47124 -0.58996 -1.21 0.72 1.23
```
Forces are in eV/Å.

Properties
- LUMO level (spin up / spin down) (eV) = -3.6 / -7.2
- E_HOMO (spin up / spin down) (eV) = -9.856 / -12.679
- 2S+1 = 6
- total charge = +1

Formally, the Löwdin partial charges of the atoms, in units of the elementary charge, are as follows: Ho 1.118; O -0.148; O 0.035; O 0.135; C -0.632; C 0.333; H 0.159

---

2.
# C5H9NO

C5H9NO in the gas phase at a distorted geometry (ωB97M-V/def2-TZVPD, OMol25).

Geometry as XYZ:
```
16
Properties=species:S:1:pos:R:3:forces:R:3
O 1.13896 0.48829 0.46917 -0.07 0.11 0.02
N -2.85848 -2.03321 0.63726 0.88 0.89 -0.12
C 0.33895 -0.64712 0.26453 -0.12 -0.15 -0.05
C -1.09400 -0.11086 0.35092 -0.01 0.03 0.05
C -2.07169 -1.19074 0.52470 -0.78 -0.88 0.12
C -1.46885 0.76609 -0.84932 -0.01 0.05 -0.07
C 2.44030 0.44307 -0.05402 0.28 0.00 -0.13
H 3.13642 -0.09176 0.60657 -0.12 0.00 -0.08
H -1.48089 0.17941 -1.77411 0.01 0.06 0.15
H 2.45528 -0.02849 -1.04689 0.02 0.07 0.12
H 0.51160 -1.41861 1.03137 0.02 0.16 -0.09
H -1.10063 0.50421 1.25812 -0.18 -0.10 -0.05
H -2.46066 1.20559 -0.71130 0.15 -0.06 -0.03
H -0.73701 1.57128 -0.95021 -0.10 -0.12 0.03
H 0.53024 -1.10336 -0.72072 -0.05 0.12 0.12
H 2.76831 1.48121 -0.14874 0.06 -0.17 0.00
```
Forces are in eV/Å.

Properties
- LUMO level (eV) = 0.8
- E_HOMO (eV) = -10.397
- ΔE to the lowest compared entry with this formula, charge and spin (kcal per mole) = 35.3
- total charge = 0

Formally, the Löwdin partial charges of the atoms, in units of the elementary charge, are as follows: O -0.196; N 0.150; C -0.212; C -0.338; C -0.197; C -0.051; C -0.102; H 0.090; H 0.090; H 0.089; H 0.135; H 0.151; H 0.086; H 0.082; H 0.132; H 0.091

---

3.
# C4H9NO

C4H9NO in the gas phase at a distorted geometry (ωB97M-V/def2-TZVPD, OMol25).

Geometry as XYZ:
```
15
Properties=species:S:1:pos:R:3:forces:R:3
O 0.33353 2.75789 -0.58272 -0.33 0.52 -0.55
N 0.75738 0.52350 -0.67003 -0.82 0.97 0.63
C 0.86025 -0.73400 0.04188 -0.60 -1.47 -0.83
C 0.00241 1.64826 -0.25313 2.14 -1.51 0.28
C -0.07977 -1.82821 -0.47222 -1.90 -1.03 0.03
C -1.03258 1.36133 0.77158 -0.33 -0.08 0.10
H -0.33209 -1.85120 -1.53520 0.52 0.48 -0.06
H -1.37075 0.33299 0.71603 -0.42 0.03 -0.09
H -0.57547 1.47799 1.75611 0.02 0.19 -0.02
H 0.68805 -0.73371 1.12125 0.48 0.66 0.00
H 0.16924 -2.86479 -0.23390 1.00 0.13 0.08
H -1.07510 -1.85173 0.00877 0.17 0.79 -0.03
H 1.62358 0.76046 -1.11865 -0.06 0.46 -0.22
H -1.82162 2.09747 0.65046 -0.20 -0.17 0.17
H 1.85294 -1.09625 -0.20024 0.34 0.03 0.49
```
Forces are in eV/Å.

Properties
- LUMO level (eV) = 0.9
- E_HOMO (eV) = -9.540
- ΔE to the lowest compared entry with this formula, charge and spin (kcal per mole) = 18.6
- total charge = 0

Formally, the Löwdin partial charges of the atoms, in units of the elementary charge, are as follows: O 0.061; N 0.042; C -0.262; C -0.525; C -0.113; C -0.001; H 0.073; H 0.062; H 0.098; H 0.113; H 0.065; H 0.061; H 0.124; H 0.091; H 0.110

---

4.
# C4H10N2O2

A molecular structure, C4H10N2O2 at a distorted geometry (ωB97M-V/def2-TZVPD, OMol25).

Geometry as XYZ:
```
18
Properties=species:S:1:pos:R:3:forces:R:3
O -2.21354 -2.21157 -2.00993 0.41 0.29 0.35
O -1.54316 0.36622 -1.27850 0.68 0.10 -0.54
N -0.06460 -0.24597 1.94573 -0.11 -0.38 -0.04
N -0.33554 -1.35542 1.47537 0.11 0.36 0.12
C -0.72020 0.25280 -2.27067 -1.08 0.75 0.90
C -1.34044 -1.66134 -1.45772 0.26 -0.29 -1.06
C 0.65721 0.63494 1.02879 0.02 0.08 -0.02
C 1.68564 1.45761 1.79342 -0.06 -0.09 -0.05
H -0.90844 -1.57821 -0.44924 -0.12 0.29 -0.06
H -1.13309 0.25502 -3.29258 0.09 -0.44 0.05
H 2.45276 0.81728 2.23187 -0.02 0.02 -0.01
H -0.31413 -1.11774 -2.21014 -0.37 -0.40 0.15
H 1.20852 2.01814 2.59762 0.00 -0.02 -0.03
H 0.26228 0.75296 -2.21433 0.10 -0.30 0.12
H -0.11264 1.27687 0.58714 0.04 -0.04 0.04
H -0.86362 -1.88214 2.18632 0.08 0.13 0.00
H 1.10937 0.05605 0.21549 -0.03 -0.02 0.06
H 2.17363 2.16450 1.12137 -0.02 -0.03 0.02
```
Forces are in eV/Å.

Properties
- LUMO level (eV) = 0.5
- E_HOMO (eV) = -9.481
- ΔE to the lowest compared entry with this formula, charge and spin (kcal per mole) = 150.0
- total charge = 0

Formally, the Löwdin partial charges of the atoms, in units of the elementary charge, are as follows: O 0.110; O -0.187; N -0.047; N 0.050; C -0.256; C -0.183; C -0.294; C -0.100; H 0.081; H 0.105; H 0.069; H 0.132; H 0.071; H 0.094; H 0.107; H 0.075; H 0.102; H 0.070

---

5.
# C13H17CoF3N5OS

A molecular structure, C13H17CoF3N5OS (ωB97M-V/def2-TZVPD, OMol25).

Geometry as XYZ:
```
41
Properties=species:S:1:pos:R:3:forces:R:3
Co -0.94878 0.65631 0.19168 0.41 0.12 -0.25
S 0.78954 1.46209 -3.88298 0.05 0.03 0.03
F 3.80624 -1.98379 4.33853 -0.05 -0.08 -0.03
F 3.74204 -3.51537 2.80766 -0.02 0.01 0.01
F 2.37158 -3.60618 4.48548 0.04 0.03 -0.03
O -1.71628 2.36983 0.82414 -0.13 0.08 0.10
N -3.49453 3.57457 1.46566 -0.02 -0.01 0.03
N 0.09423 -0.14105 -2.03378 -0.06 0.20 0.05
N 0.11570 3.39860 -2.12042 0.01 -0.06 -0.04
N 0.26854 -0.36921 1.40885 0.07 -0.13 0.00
N -0.09580 1.14175 -1.53132 -0.04 -0.38 -0.05
C -3.77079 1.18082 1.02144 -0.05 -0.07 0.05
C 2.33399 -1.83328 -3.69604 0.08 -0.04 0.01
C 2.99600 -2.78769 3.64172 0.02 0.05 0.06
C -3.16491 0.19109 0.07247 -0.22 -0.10 0.01
C -0.19308 -1.24742 2.31347 -0.01 0.11 -0.02
C 0.91093 -1.37053 -4.00480 -0.18 0.11 0.00
C 2.49649 -1.04568 1.91741 0.00 0.03 -0.03
C -2.94596 2.44242 1.09240 0.09 -0.05 -0.07
C 0.64341 -2.05278 3.05861 -0.03 0.01 0.00
C 0.22511 2.09360 -2.38358 0.00 0.23 0.09
C 0.55359 -0.13916 -3.23309 0.02 -0.22 -0.02
C 2.00737 -1.94489 2.85342 0.06 -0.03 0.02
C 1.59714 -0.27829 1.21210 -0.10 0.06 0.02
H -1.26754 -1.29101 2.44083 0.01 -0.05 0.03
H 0.23747 -2.74647 3.78041 0.00 0.00 0.00
H 2.44170 -2.07208 -2.63832 0.00 0.01 0.00
H -2.91953 4.39512 1.59663 -0.02 0.01 -0.01
H -3.16196 -0.85996 0.34833 0.02 0.01 0.02
H 0.78927 -1.17142 -5.07041 0.03 -0.01 0.00
H -3.78993 0.77691 2.03840 -0.04 -0.01 -0.01
H 1.92213 0.43637 0.46749 0.06 -0.02 0.00
H 0.17965 -2.13435 -3.73820 0.06 -0.04 0.01
H 2.56664 -2.72806 -4.26956 -0.01 0.00 -0.01
H 3.55788 -0.94294 1.73913 0.01 0.00 0.00
H -4.47907 3.64052 1.67319 0.01 0.02 0.01
H 0.42362 4.08987 -2.78289 -0.01 0.02 0.02
H -3.20592 0.38268 -0.99788 -0.01 0.11 0.02
H 3.06837 -1.07060 -3.95581 0.00 0.01 -0.01
H -4.81281 1.39077 0.75688 0.03 0.05 -0.04
H -0.17174 3.70887 -1.20726 0.00 -0.01 0.01
```
Forces are in eV/Å.

Properties
- LUMO level (spin up / spin down) (eV) = -6.0 / -8.7
- E_HOMO (spin up / spin down) (eV) = -15.565 / -15.560
- ΔE to the lowest compared entry with this formula, charge and spin (kcal per mole) = 0.0
- 2S+1 = 5
- total charge = +2

Formally, the Löwdin partial charges of the atoms, in units of the elementary charge, are as follows: Co 0.865; S 1.196; F 0.179; F 0.181; F 0.175; O -0.058; N 0.253; N 0.018; N 0.148; N -0.046; N -0.119; C -0.134; C -0.076; C -0.596; C 0.004; C -0.071; C -0.225; C 0.052; C -0.462; C 0.055; C -0.657; C -0.573; C -0.053; C -0.075; H 0.122; H 0.141; H 0.077; H 0.152; H 0.088; H 0.117; H 0.144; H 0.119; H 0.123; H 0.088; H 0.146; H 0.148; H 0.124; H 0.091; H 0.082; H 0.146; H 0.113